Record 1
This record from OMol25 describes an isolated molecule of C5H10N2 in a non-equilibrium geometry. The level of theory is ωB97M-V/def2-TZVPD.

CARTESIAN COORDINATES (ANGSTROEM)
N 2.0171 0.3516 -0.1934
N 2.5843 -0.6864 -0.2743
C 0.4791 0.4574 0.2527
C 0.2175 -0.4500 1.2944
C -1.5547 -1.2741 -0.5201
C -0.0466 -0.8568 -0.2100
C -0.1850 1.7749 -0.2488
H -0.0012 1.9814 -1.3998
H -0.6596 -0.3432 1.9013
H 0.2027 2.6567 0.1886
H -1.1984 1.7357 -0.0591
H -2.2955 -0.6079 -1.1336
H -1.6480 -2.2744 -0.9399
H -1.9575 -1.3616 0.4117
H 1.1066 -0.8301 1.8461
H 0.5747 -1.5865 -0.6700
H 2.3645 1.3133 -0.2457

Computed properties:
Relative energy (zero: lowest compared OMol25 entry of this formula, charge and spin), eV: 4.495
Kohn-Sham gap, eV: 8.8386
Highest occupied orbital energy, eV: -7.91


Record 2
This record from OMol25 describes C14H30Br10FNO7PS2 as an isolated structure in a non-equilibrium geometry. The level of theory is ωB97M-V/def2-TZVPD.

CARTESIAN COORDINATES (ANGSTROEM)
Br -2.0674 -4.1471 -0.5183
Br -4.5516 0.1906 4.2310
Br -4.5739 1.1792 0.6782
Br -2.0676 -6.4459 -3.4241
Br -6.1754 -5.3147 2.2111
Br 3.3042 4.6523 1.4290
Br 1.1518 5.9411 -1.2734
Br -3.6117 -2.7951 1.3279
Br 3.1227 3.2288 -3.8865
Br 6.2759 3.8037 -2.0729
S 1.5614 -1.8677 1.4815
S 2.9886 0.5084 1.1084
P -1.2470 -0.8570 0.6406
F 0.9482 1.7151 -3.4088
O 0.7934 -2.5623 2.5310
O -1.1284 0.7667 0.9285
O -1.9138 -1.5209 2.0657
O 3.9735 1.2028 1.9611
O -2.2944 -1.0298 -0.4082
O 3.7352 -0.2361 0.0865
O 2.6441 -2.7706 1.0894
N 2.0402 -0.4121 2.1370
C -3.4199 -4.5173 2.2092
C -1.5446 -6.0263 -0.6378
C -4.3362 -5.5563 1.6106
C -5.9766 0.9842 3.1634
C -5.9962 0.4195 1.7668
C 3.0591 6.4761 0.7937
C 5.9804 3.1344 -3.8782
C 0.3377 -1.6508 0.1111
C -0.8233 -6.3257 -1.9286
C 1.6192 6.7437 0.4388
C 4.8417 3.8575 -4.5495
C 1.3171 1.1057 -2.1722
C 2.0842 1.8457 0.2400
C 2.3851 1.9287 -1.3099
H -3.5975 -4.3516 3.2699
H 0.7906 -1.1687 -0.7894
H 2.2919 3.0053 -1.6153
H -0.0842 -5.5726 -2.1903
H -2.4552 -0.8170 2.4811
H -0.8841 -6.1899 0.2148
H 2.4282 2.8323 0.6650
H -6.8977 0.7363 3.6909
H 0.9729 1.8128 0.3474
H -4.3535 -5.5363 0.5239
H 1.4481 7.8121 0.3082
H -0.4057 0.9506 1.5709
H -0.3404 -7.3022 -1.8833
H -6.9209 0.6898 1.2571
H -4.0580 -6.5563 1.9481
H 0.9177 6.3551 1.1736
H -5.8741 -0.6624 1.7381
H -2.3758 -4.7937 2.0586
H -5.8279 2.0614 3.1878
H 1.7545 0.0761 -2.3128
H 6.9163 3.3168 -4.4062
H 4.8299 3.6465 -5.6190
H 3.4411 1.6506 -1.5587
H 5.8179 2.0617 -3.7961
H 0.4201 0.9484 -1.5086
H 0.0796 -2.6990 -0.2002
H 3.3742 7.1107 1.6221
H -2.4513 -6.6147 -0.5087
H 3.7401 6.6149 -0.0433
H 4.8680 4.9344 -4.3977

Computed properties:
Kohn-Sham gap, eV: 7.8938
Highest occupied orbital energy, eV: -5.95
Charge: -1